DFT (wB97M-V/def2-TZVPD) results for 14 unconnected molecules or ions with the total composition C7H42NO13.

Geometry as XYZ:
```
63
C7H42NO13 | the OMol25 dataset | wB97M-V/def2-TZVPD
C 1.466 3.003 0.159
C 0.597 1.769 0.237
C 0.989 0.831 1.372
C 2.208 -0.034 1.027
C 2.377 -3.338 -1.016
C 2.581 -2.284 0.040
C 1.936 -1.119 0.025
N -0.843 2.197 0.480
H 2.477 2.741 -0.169
H 1.530 3.548 1.107
H 1.106 3.715 -0.582
H 0.598 1.175 -0.704
H 1.210 1.378 2.294
H 0.157 0.167 1.691
H 2.642 -0.388 1.968
H 3.001 0.608 0.619
H 1.835 -4.186 -0.580
H 1.838 -2.984 -1.896
H 3.314 -3.699 -1.440
H 3.344 -2.537 0.763
H 1.165 -0.889 -0.685
H -1.174 2.856 -0.254
H -1.438 1.363 0.518
H -0.955 2.726 1.353
H 3.273 -0.032 -2.092
H 4.842 -0.029 -1.915
O 4.019 0.299 -1.550
H -2.253 -3.290 -1.577
H -1.187 -3.163 -0.426
O -1.665 -2.653 -1.151
H -2.343 -1.403 -0.262
H -3.662 -0.673 0.152
O -2.708 -0.665 0.308
H -2.110 0.391 -1.738
H -1.594 -0.208 -3.058
O -2.001 0.645 -2.664
H 1.220 2.713 -3.304
H 0.102 1.692 -3.669
O 1.022 1.940 -3.841
H -3.103 1.390 4.836
H -1.876 0.600 4.366
O -2.389 1.423 4.185
H -1.223 -1.367 3.779
H -0.859 -1.383 5.318
O -0.883 -0.833 4.531
H -2.851 -2.608 2.749
H -2.276 -1.486 1.785
O -2.043 -2.164 2.472
H -0.772 -2.008 -2.566
H 0.409 -1.126 -3.314
O -0.547 -1.432 -3.336
H -1.213 4.496 4.078
H -1.407 2.914 4.061
O -1.013 3.681 3.603
H 0.353 -3.661 0.992
H -0.989 -3.293 1.651
O -0.597 -3.831 0.926
H -2.041 2.400 -2.319
H -2.297 3.966 -2.320
O -1.772 3.258 -1.923
H 2.460 -0.704 -4.161
H 1.687 0.471 -3.564
O 2.023 -0.436 -3.341
```

**LUMO**: -2.515 eV
**Frontier orbital gap**: 9.15 eV
**Net charge**: +1
**ΔE to the lowest compared entry with this formula, charge and spin**: 0.312 eV
**HOMO level**: -11.7 eV